No. 1
ORCA calculation (the ωB97M-V functional and the def2-TZVPD basis) on 5 unconnected molecules or ions with the total composition C15H24ClO21PS5 at a distorted geometry.

Properties
SMILES: CC[C@@H](Cl)C1=C(P(O)(O)=S)C(=O)OC1=O.O=S1(=O)OCCO1.O=S1(=O)OCCO1.O=S1(=O)OCCO1.O=S1(=O)OCCO1
E_HOMO in eV: -8.869
Energy above the lowest of the compared OMol25 structures with the same formula, charge and spin in kJ/mol: 122.93
DFT total energy in eV: -134926.7580
HOMO-LUMO gap in eV: 7.9

Geometry as ORCA input:
```
! wB97M-V def2-TZVPD RIJCOSX def2/J DEFGRID3
* xyz 0 1
C -3.47689 1.47087 0.19678
C -3.15436 2.37809 -1.02090
C -1.61925 2.52541 -1.34684
Cl -1.46350 4.11227 -2.23786
C -0.79477 2.54332 -0.08125
C -0.22082 1.48159 0.48883
P -0.20164 -0.25068 -0.06364
O -0.39733 -1.29770 1.16267
O -1.28854 -0.56394 -1.23813
S 1.54964 -0.58038 -0.83039
C 0.47020 1.97355 1.75960
O 1.07918 1.32904 2.49373
O 0.26963 3.32273 1.90322
C -0.43814 3.74241 0.77321
O -0.62777 4.87337 0.62119
H -2.82283 0.59775 0.30361
H -4.49589 1.07851 0.07401
H -3.40209 2.08760 1.10507
H -3.50555 3.39900 -0.80553
H -3.62736 2.01363 -1.92985
H -1.27137 1.77688 -2.06542
H 0.08279 -2.08908 0.85011
H -2.06704 -1.04654 -0.89703
O 4.93500 -3.81818 0.06087
S 4.28808 -3.35536 1.23511
O 3.06654 -3.91401 1.69805
O 4.12120 -1.76065 1.12360
C 4.76652 -1.12431 2.22996
C 5.89220 -2.05898 2.61347
O 5.34511 -3.37629 2.44620
H 4.03733 -1.02372 3.03773
H 5.12692 -0.13853 1.94528
H 6.22429 -1.91101 3.63935
H 6.74230 -1.95333 1.94118
O -5.31051 -4.01356 1.22647
S -4.40693 -3.77269 0.16354
O -4.35832 -2.53782 -0.53919
O -4.55078 -4.96893 -0.90152
C -3.28762 -5.62227 -1.07450
C -2.57025 -5.44239 0.24733
O -2.91865 -4.11872 0.67023
H -2.75379 -5.12420 -1.88709
H -3.43409 -6.66975 -1.32707
H -1.49167 -5.54338 0.15403
H -2.93709 -6.14605 0.99806
O 8.34407 -1.15082 1.15538
S 8.98475 -0.23474 2.03303
O 9.90432 -0.64462 3.02732
O 7.84832 0.67686 2.72188
C 8.09235 2.05870 2.43029
C 8.80352 2.05435 1.09213
O 9.67067 0.91536 1.14472
H 8.72907 2.46665 3.21809
H 7.15606 2.61142 2.39988
H 9.37563 2.96261 0.92090
H 8.09999 1.90756 0.26905
O -5.65192 1.64777 -1.99510
S -6.57176 2.70495 -2.22886
O -6.82379 3.71222 -1.26652
O -7.97121 2.06138 -2.69376
C -8.33741 2.56969 -3.98055
C -7.02273 2.88710 -4.66270
O -6.19312 3.41376 -3.62210
H -8.93721 3.47073 -3.83416
H -8.92029 1.83246 -4.52782
H -7.13338 3.61045 -5.46664
H -6.54803 1.98262 -5.05072
*
```

=====

No. 2
ORCA calculation (the ωB97M-V functional and the def2-TZVPD basis) on 2 unconnected molecules or ions with the total composition CH3INO at a distorted geometry.

Properties
E_HOMO (alpha / beta) in eV: -3.493 / -3.498
Energy above the lowest of the compared OMol25 structures with the same formula, charge and spin in kJ/mol: 674.61
DFT total energy in eV: -12718.3425
HOMO-LUMO gap (alpha / beta) in eV: 6.8 / 6.8

Geometry as ORCA input:
```
! wB97M-V def2-TZVPD RIJCOSX def2/J DEFGRID3
* xyz -1 1
C -0.63625 -0.32604 -0.11597
N 0.56908 0.16102 -0.65112
O 0.48473 2.06827 0.67840
I 2.33983 -0.64003 0.03693
H -0.44974 -0.85999 0.79637
H -1.12451 0.54739 0.11453
H -1.18313 -0.95062 -0.85913
*
```

=====

No. 3
ORCA calculation (the ωB97M-V functional and the def2-TZVPD basis) on 2 unconnected molecules or ions with the total composition C3H12NSi at a distorted geometry.

Properties
E_HOMO in eV: -14.365
Energy above the lowest of the compared OMol25 structures with the same formula, charge and spin in kJ/mol: 292.97
DFT total energy in eV: -12663.9145
HOMO-LUMO gap in eV: 9.1

Geometry as ORCA input:
```
! wB97M-V def2-TZVPD RIJCOSX def2/J DEFGRID3
* xyz 1 1
C -2.64324 0.59731 0.46105
C -1.87674 -0.23784 -1.52179
C -0.36812 -0.15998 0.31017
N -1.59878 0.06540 -0.32306
Si 3.86115 -0.13901 0.33123
H -3.10564 -0.26940 1.00925
H -2.41891 1.45374 1.16022
H -3.49060 0.91719 -0.25225
H 4.47620 1.08692 0.97591
H -1.18043 -0.75464 -2.19273
H -2.92478 -0.16139 -1.95105
H -0.52824 -0.42865 1.40649
H 0.46660 0.64763 0.26982
H 5.02729 -0.86748 -0.14995
H 0.10185 -1.09152 -0.12118
H 2.84175 0.32704 -0.81914
H 3.36066 -0.98533 1.40700
*
```

=====

No. 4
ORCA calculation (the ωB97M-V functional and the def2-TZVPD basis) on C4H9NO2 in the gas phase.

Properties
SMILES: C[C@@H](CO)NC=O
E_HOMO in eV: -9.934
Energy above the lowest of the compared OMol25 structures with the same formula, charge and spin in kJ/mol: 76.23
DFT total energy in eV: -9879.2705
HOMO-LUMO gap in eV: 10.7

Geometry as ORCA input:
```
! wB97M-V def2-TZVPD RIJCOSX def2/J DEFGRID3
* xyz 0 1
C -1.12954 1.45455 -0.23436
C -0.26078 0.29825 0.25105
C -0.98329 -1.04566 0.10749
O -0.42914 -2.07659 0.87706
N 1.00770 0.32851 -0.48677
C 2.12878 -0.29770 -0.07633
O 2.19267 -1.05679 0.88075
H -0.57925 2.40114 -0.20280
H -2.01395 1.55890 0.40045
H -1.47520 1.28765 -1.26310
H -0.01922 0.43518 1.31360
H -2.01989 -0.91602 0.44352
H -1.02264 -1.30034 -0.96791
H 0.52669 -1.91406 0.96617
H 1.06372 0.89820 -1.31777
H 3.01332 -0.05522 -0.69105
*
```

=====

No. 5
ORCA calculation (the ωB97M-V functional and the def2-TZVPD basis) on C5H5NO2 in the gas phase at a distorted geometry.

Properties
SMILES: CC(=O)c1ncco1
E_HOMO in eV: -9.804
Energy above the lowest of the compared OMol25 structures with the same formula, charge and spin in kJ/mol: 293.52
DFT total energy in eV: -10848.2729
HOMO-LUMO gap in eV: 10.5

Geometry as ORCA input:
```
! wB97M-V def2-TZVPD RIJCOSX def2/J DEFGRID3
* xyz 0 1
C -0.67181 -1.52116 -1.47957
C -0.92953 -0.06018 -1.18625
O -1.45727 0.68671 -1.98195
C -0.21579 0.45246 0.12278
N -0.80221 0.97715 1.15322
C 0.29390 1.27185 1.94604
C 1.46432 0.88377 1.36992
O 1.06883 0.30504 0.14256
H -1.38581 -1.93129 -2.41061
H -0.64979 -2.40054 -0.55545
H 0.36377 -1.65932 -1.72212
H 0.25328 1.87630 3.03663
H 2.66812 1.11920 1.56480
*
```

=====

No. 6
ORCA calculation (the ωB97M-V functional and the def2-TZVPD basis) on 10 unconnected molecules or ions with the total composition C25H62Cl7NO14 at a distorted geometry.

Properties
<S²>: 0.750
E_HOMO (alpha / beta) in eV: 0.364 / -7.906
DFT total energy in eV: -144730.9951
HOMO-LUMO gap (alpha / beta) in eV: 1.4 / 9.7

Geometry as ORCA input:
```
! wB97M-V def2-TZVPD RIJCOSX def2/J DEFGRID3
* xyz -1 2
C -8.05690 -1.00914 1.61062
C -7.11052 -2.05175 1.10385
C -5.65220 -1.69346 1.51171
C -4.61676 -2.56422 0.68460
N -3.09659 -2.20548 0.90878
C -2.22849 -2.86162 -0.24121
C -1.25317 -3.88795 0.49082
C -1.14828 -3.26257 1.92413
C -2.52135 -2.76654 2.18320
C -2.87228 -0.67496 1.00382
H -9.06788 -1.29697 1.32223
H -7.94111 -0.05171 1.10265
H -8.05803 -0.70389 2.65700
H -7.21256 -2.08715 0.01921
H -7.35787 -3.00086 1.57936
H -5.46747 -1.66215 2.58549
H -5.52610 -0.66805 1.16424
H -4.75728 -2.37196 -0.37907
H -4.86030 -3.55184 1.07625
H -1.74000 -2.04768 -0.77692
H -2.83233 -3.39434 -0.97585
H -0.21349 -3.97757 0.17597
H -1.65786 -4.90001 0.48336
H -0.40091 -2.47034 1.96795
H -0.90757 -4.08796 2.59411
H -2.44741 -2.06613 3.01510
H -3.05854 -3.56169 2.70016
H -1.81725 -0.40264 0.97470
H -3.41612 -0.18784 1.81318
H -3.16005 -0.24310 0.04529
Cl 0.79321 0.35276 -0.48416
O 0.16115 1.41350 0.25191
O 0.68288 -0.91736 0.23342
O 0.18156 0.08560 -1.77500
O 2.18187 0.70347 -0.66368
C 3.52611 -2.21365 2.46726
C 4.17709 -2.28162 1.01405
O 4.40407 -3.60224 0.51511
O 2.15071 -2.46664 2.51101
H 3.70774 -1.16793 2.71541
H 4.12922 -2.75241 3.19807
H 5.10953 -1.71750 1.03482
H 3.56106 -1.62408 0.40067
H 4.95721 -3.98955 1.19748
H 1.71615 -2.05276 1.76171
C 1.99832 -3.22505 -1.98870
C 1.93457 -3.09990 -3.48492
O 3.17815 -2.96539 -4.07397
O 2.68398 -4.36943 -1.56207
H 0.98802 -3.01902 -1.63523
H 2.60791 -2.38753 -1.64952
H 1.31199 -2.28071 -3.84468
H 1.38010 -3.96544 -3.84757
H 3.78725 -3.58595 -3.66717
H 2.97799 -4.28025 -0.65256
C 3.11005 4.08439 -0.73040
C 3.69229 4.47068 -2.10216
O 2.94779 5.50103 -2.64616
O 3.21795 5.06663 0.26444
H 3.64867 3.21709 -0.34859
H 2.02902 3.96159 -0.79676
H 3.61995 3.54817 -2.67820
H 4.74045 4.76485 -2.04797
H 3.18391 6.26388 -2.11333
H 4.12906 5.33538 0.40321
C 6.31411 1.39150 -1.18501
C 5.43998 0.59441 -2.17699
O 5.06770 1.29643 -3.38386
O 6.55291 0.55791 -0.04280
H 5.71399 2.26726 -0.93803
H 7.29255 1.64227 -1.59473
H 4.53353 0.30666 -1.64439
H 5.99848 -0.31074 -2.41545
H 4.56556 0.64548 -3.87955
H 7.49209 0.48969 0.14397
C -3.26309 3.27992 2.82793
C -2.39491 2.03571 3.13191
O -3.07746 1.06651 3.92250
O -3.77208 3.86481 4.00929
H -3.97324 3.03191 2.03908
H -2.62498 4.03344 2.36626
H -1.60480 2.48917 3.73041
H -1.93228 1.61098 2.24102
H -3.12266 1.44252 4.80463
H -3.15613 4.54651 4.28764
Cl 3.31021 1.52489 4.35824
C 2.63121 1.95074 2.76554
C 2.39214 3.48835 2.60103
Cl 1.31831 3.92940 4.00356
H 1.66617 1.44531 2.72893
H 3.31532 1.56519 2.00960
H 1.80568 3.58958 1.68784
H 3.31419 4.06907 2.57471
Cl -0.76295 3.80139 -3.98110
C -0.33615 3.83201 -2.29898
C -1.50010 3.68129 -1.32741
Cl -2.60548 5.01594 -1.48184
H 0.25444 4.69833 -2.00099
H 0.40782 3.04677 -2.16483
H -0.96136 3.82942 -0.39151
H -1.96931 2.69777 -1.35249
Cl -2.17239 -3.75949 -4.03740
C -1.86582 -1.99923 -4.32605
C -3.13477 -1.20633 -4.20601
Cl -3.63090 -1.03924 -2.52132
H -1.70999 -2.01826 -5.40469
H -1.02421 -1.62231 -3.74492
H -3.96487 -1.71574 -4.69544
H -2.97665 -0.18052 -4.53889
*
```

=====

Question: Number 3 is which compound?
Answer: C3H12NSi

=====

Question: The lowest DFT total energy belongs to which entry?
Answer: C25H62Cl7NO14

=====

Copy entry 3 word for word.
ORCA calculation (the ωB97M-V functional and the def2-TZVPD basis) on 2 unconnected molecules or ions with the total composition C3H12NSi at a distorted geometry.

Properties
E_HOMO in eV: -14.365
Energy above the lowest of the compared OMol25 structures with the same formula, charge and spin in kJ/mol: 292.97
DFT total energy in eV: -12663.9145
HOMO-LUMO gap in eV: 9.1

Geometry as ORCA input:
```
! wB97M-V def2-TZVPD RIJCOSX def2/J DEFGRID3
* xyz 1 1
C -2.64324 0.59731 0.46105
C -1.87674 -0.23784 -1.52179
C -0.36812 -0.15998 0.31017
N -1.59878 0.06540 -0.32306
Si 3.86115 -0.13901 0.33123
H -3.10564 -0.26940 1.00925
H -2.41891 1.45374 1.16022
H -3.49060 0.91719 -0.25225
H 4.47620 1.08692 0.97591
H -1.18043 -0.75464 -2.19273
H -2.92478 -0.16139 -1.95105
H -0.52824 -0.42865 1.40649
H 0.46660 0.64763 0.26982
H 5.02729 -0.86748 -0.14995
H 0.10185 -1.09152 -0.12118
H 2.84175 0.32704 -0.81914
H 3.36066 -0.98533 1.40700
*
```

=====

Question: What is the DFT total energy in the fifth record?
Answer: -10848.2729 eV